{"formula": "C18H19BIrN6", "method": "ωB97M-V/def2-TZVPD", "species": ["H", "N", "B", "N", "C", "Ir", "H", "C", "H", "C", "H", "C", "H", "H", "H", "N", "N", "N", "N", "C", "C", "H", "H", "C", "C", "C", "C", "H", "H", "H", "H", "H", "C", "C", "C", "C", "C", "C", "C", "C", "H", "H", "H", "H", "H"], "positions_angstrom": [[-2.924, -2.941, -0.728], [-1.726, -1.172, -0.658], [-1.216, 1.366, -1.039], [-1.549, -0.091, -1.517], [-2.219, -0.376, -2.674], [-0.708, -1.597, 0.975], [-2.126, 0.262, -3.540], [-2.889, -1.581, -2.529], [-3.524, -2.064, -3.252], [-2.585, -2.059, -1.254], [-2.197, 2.031, -1.331], [4.081, -0.030, 2.183], [4.092, -0.460, 3.193], [3.533, 0.919, 2.237], [5.113, 0.188, 1.903], [-0.047, 2.226, -1.638], [-1.117, 1.331, 0.507], [0.928, 1.716, -2.478], [-1.304, 0.224, 1.327], [0.094, 3.581, -1.543], [-1.294, 2.444, 1.267], [-0.559, 4.181, -0.926], [-1.109, 3.424, 0.856], [1.158, 3.969, -2.355], [-1.655, 2.065, 2.552], [1.670, 2.759, -2.886], [-1.674, 0.673, 2.574], [1.505, 4.963, -2.549], [-1.881, 2.716, 3.372], [2.529, 2.647, -3.535], [-1.933, -0.020, 3.363], [4.272, -0.950, 0.454], [3.470, -0.964, 1.192], [2.328, -1.565, 1.386], [1.424, -2.603, 1.072], [1.703, -3.723, 0.207], [0.982, -4.897, 0.305], [0.001, -5.083, 1.316], [-0.331, -4.050, 2.165], [0.359, -2.762, 2.110], [2.528, -3.596, -0.504], [1.197, -5.730, -0.374], [-0.470, -6.069, 1.418], [-1.049, -4.178, 2.974], [0.608, -2.312, 3.074]], "lumo_energy_ev": [-6.164, -10.257], "max_force_ha_per_bohr": 0.0860, "homo_lumo_gap_ev": [7.653, 4.235], "total_charge": 2, "spin_multiplicity": 6, "mol_weight_g_mol": 522.42}

---

{"formula": "C6H13BS", "method": "ωB97M-V/def2-TZVPD", "species": ["B", "C", "C", "C", "C", "C", "C", "S", "H", "H", "H", "H", "H", "H", "H", "H", "H", "H", "H", "H", "H"], "positions_angstrom": [[-0.197, -0.832, 0.107], [1.550, 1.352, -0.029], [1.100, -1.750, 0.308], [2.679, 0.430, 0.104], [2.351, -1.079, -0.289], [-3.390, 1.065, 0.624], [-2.733, 0.418, -0.611], [-1.817, -1.194, -0.237], [1.162, 1.495, -0.998], [1.003, 1.789, 0.660], [1.366, -2.097, 1.269], [0.850, -2.711, -0.229], [3.259, 0.728, -0.769], [3.228, 0.458, 1.035], [3.283, -1.694, 0.025], [2.356, -1.210, -1.369], [-4.234, 0.520, 0.903], [-2.752, 0.991, 1.554], [-3.598, 2.187, 0.416], [-2.032, 1.132, -1.199], [-3.434, 0.003, -1.276]], "lumo_energy_ev": [0.556, 0.270], "max_force_ha_per_bohr": 0.0933, "homo_lumo_gap_ev": [7.322, 7.650], "mol_weight_g_mol": 128.05, "relative_energy_kj_mol": 354.8}

---

{"formula": "C14H12HgN2O4", "method": "ωB97M-V/def2-TZVPD", "species": ["O", "C", "Hg", "C", "C", "O", "O", "C", "N", "N", "C", "O", "C", "C", "C", "C", "C", "C", "C", "C", "C", "H", "H", "H", "H", "H", "H", "H", "H", "H", "H", "H", "H"], "positions_angstrom": [[0.017, 2.986, -4.663], [0.016, 1.891, -4.278], [-0.005, 0.043, -3.582], [1.606, -0.868, -4.276], [-1.574, -0.865, -4.279], [2.554, -1.414, -4.662], [-2.521, -1.411, -4.662], [-1.421, -0.082, 2.759], [-1.342, -0.131, 1.311], [-0.125, 0.011, 0.577], [-0.571, -0.009, -0.689], [0.420, 0.094, -1.587], [-1.996, -0.159, -0.810], [-2.390, -0.227, 0.451], [-3.760, -0.373, 0.876], [1.191, 0.108, 1.047], [1.642, -0.621, 2.154], [2.964, -0.534, 2.583], [3.877, 0.273, 1.903], [3.446, 0.988, 0.785], [2.122, 0.897, 0.360], [-2.130, 0.701, 3.031], [-0.487, 0.146, 3.253], [-1.811, -1.049, 3.113], [-2.493, -0.195, -1.766], [-3.901, -1.292, 1.456], [-4.084, 0.485, 1.479], [-4.428, -0.429, -0.004], [0.967, -1.299, 2.702], [3.304, -1.112, 3.458], [4.918, 0.341, 2.239], [4.165, 1.624, 0.244], [1.829, 1.483, -0.523]], "lumo_energy_ev": -8.297, "max_force_ha_per_bohr": 0.1975, "homo_lumo_gap_ev": 6.322, "total_charge": 2, "mol_weight_g_mol": 472.85, "relative_energy_kj_mol": 123.6}

---

{"formula": "C4H7O2", "method": "ωB97M-V/def2-TZVPD", "species": ["C", "C", "C", "C", "O", "O", "H", "H", "H", "H", "H", "H", "H"], "positions_angstrom": [[1.574, 0.356, 1.053], [-0.035, -2.339, -0.526], [1.158, -0.694, 0.474], [-1.467, 2.566, -0.438], [-0.907, 1.501, -0.361], [1.201, -1.655, -0.257], [1.865, 0.376, 2.068], [1.373, 1.354, 0.650], [0.124, -2.951, -1.489], [-0.369, -3.082, 0.262], [-1.053, 3.485, -0.045], [-2.598, 2.712, -0.579], [-0.866, -1.629, -0.811]], "lumo_energy_ev": -5.202, "max_force_ha_per_bohr": 0.0917, "homo_lumo_gap_ev": 8.728, "total_charge": 1, "mol_weight_g_mol": 87.10, "relative_energy_kj_mol": 313.2}

---

{"formula": "C34H43FLaN5O6Sb", "method": "ωB97M-V/def2-TZVPD", "species": ["La", "C", "C", "O", "C", "C", "O", "C", "C", "O", "C", "C", "O", "H", "H", "H", "H", "H", "H", "H", "H", "H", "H", "H", "H", "H", "H", "H", "H", "C", "C", "C", "C", "C", "C", "N", "Sb", "C", "C", "C", "C", "C", "C", "N", "C", "C", "C", "C", "C", "C", "N", "H", "H", "H", "H", "H", "H", "H", "H", "H", "H", "H", "H", "H", "H", "H", "H", "H", "H", "N", "N", "C", "O", "O", "H", "H", "H", "F", "C", "C", "C", "C", "C", "C", "C", "H", "H", "H", "H", "H", "H"], "positions_angstrom": [[12.552, 13.537, 10.628], [11.342, 16.682, 9.115], [10.627, 17.180, 10.336], [10.623, 16.107, 11.220], [10.705, 16.331, 12.665], [12.089, 16.828, 13.055], [12.992, 16.040, 12.309], [14.306, 16.507, 12.368], [15.202, 15.546, 11.733], [14.864, 15.180, 10.387], [14.984, 16.174, 9.378], [13.715, 17.023, 9.227], [12.596, 16.121, 9.397], [11.479, 17.482, 8.386], [10.705, 15.891, 8.611], [9.614, 17.531, 10.115], [11.225, 17.980, 10.753], [10.554, 15.333, 13.103], [10.011, 17.123, 12.947], [12.068, 16.686, 14.137], [12.172, 17.874, 12.916], [14.547, 16.614, 13.351], [14.402, 17.560, 11.997], [15.156, 14.551, 12.294], [16.270, 15.881, 11.808], [15.057, 15.553, 8.440], [15.852, 16.899, 9.401], [13.693, 17.538, 8.216], [13.593, 17.863, 9.978], [10.310, 13.193, 14.707], [11.841, 13.166, 14.549], [12.701, 12.904, 15.617], [14.035, 12.646, 15.316], [14.520, 12.747, 14.024], [13.641, 13.112, 12.998], [12.324, 13.220, 13.301], [11.962, 9.881, 12.092], [11.145, 8.324, 10.687], [9.995, 7.641, 11.054], [9.673, 6.481, 10.417], [10.425, 6.031, 9.346], [11.482, 6.834, 8.941], [12.239, 6.607, 7.740], [11.852, 7.923, 9.679], [13.726, 10.169, 10.940], [14.341, 8.942, 10.757], [15.475, 8.864, 10.017], [15.916, 9.974, 9.331], [15.258, 11.182, 9.560], [15.809, 12.451, 8.957], [14.151, 11.257, 10.311], [9.836, 14.060, 15.161], [9.952, 13.034, 13.665], [9.888, 12.442, 15.347], [12.369, 12.743, 16.636], [14.677, 12.277, 16.094], [15.558, 12.546, 13.849], [9.356, 7.934, 11.863], [8.799, 5.931, 10.821], [10.197, 5.113, 8.813], [13.312, 6.778, 7.934], [12.169, 5.564, 7.391], [11.944, 7.209, 6.899], [13.904, 8.077, 11.081], [15.901, 7.890, 9.879], [16.766, 9.896, 8.637], [16.839, 12.510, 9.329], [15.733, 12.326, 7.888], [15.241, 13.311, 9.343], [9.763, 13.610, 10.434], [9.115, 12.535, 10.964], [9.792, 11.478, 11.366], [9.307, 10.491, 11.920], [11.112, 11.483, 11.033], [9.452, 14.468, 10.776], [9.644, 13.599, 9.427], [8.110, 12.442, 10.905], [7.077, 11.512, 7.806], [8.336, 11.983, 7.817], [9.357, 11.121, 8.222], [10.695, 11.516, 8.170], [11.106, 12.766, 7.739], [12.481, 13.189, 7.965], [10.102, 13.643, 7.250], [8.719, 13.269, 7.288], [9.089, 10.126, 8.496], [11.564, 10.943, 8.431], [12.730, 14.007, 7.238], [13.249, 12.390, 7.728], [10.427, 14.556, 6.779], [8.039, 13.954, 6.791]], "lumo_energy_ev": -2.108, "max_force_ha_per_bohr": 0.0640, "homo_lumo_gap_ev": 6.918, "total_charge": 1, "mol_weight_g_mol": 897.41, "relative_energy_kj_mol": 136.3}

---

{"formula": "C17H16Cl2Re", "method": "ωB97M-V/def2-TZVPD", "species": ["C", "C", "C", "H", "C", "C", "H", "H", "H", "H", "Re", "Cl", "C", "C", "C", "H", "C", "C", "H", "H", "H", "H", "Cl", "C", "C", "C", "C", "C", "C", "C", "H", "H", "H", "H", "H", "H"], "positions_angstrom": [[-3.499, -1.293, -1.209], [-2.309, -1.477, -2.002], [-1.808, -0.184, -2.318], [-1.926, -2.343, -2.507], [-2.517, 0.752, -1.563], [-3.592, 0.078, -0.845], [-4.499, 0.512, -0.476], [-4.146, -2.089, -0.847], [-1.126, 0.034, -3.156], [-2.356, 1.811, -1.738], [-1.755, -0.716, -0.142], [0.037, -2.376, 0.178], [2.829, -0.216, -1.132], [2.386, 0.994, -1.733], [1.815, 0.670, -2.998], [2.351, 1.954, -1.250], [1.966, -0.737, -3.201], [2.605, -1.283, -2.055], [2.751, -2.330, -1.847], [3.142, -0.328, -0.100], [1.241, 1.339, -3.638], [1.550, -1.293, -4.034], [1.808, 2.740, 1.441], [1.251, 1.393, 2.354], [1.982, 1.012, 3.498], [1.513, -0.027, 4.312], [0.323, -0.664, 3.962], [-0.446, -0.198, 2.881], [-0.010, 0.805, 2.008], [-0.875, 1.077, 0.786], [2.904, 1.544, 3.754], [2.079, -0.313, 5.201], [-0.022, -1.510, 4.561], [-1.442, -0.616, 2.710], [-1.828, 1.565, 1.138], [-0.376, 1.711, 0.009]], "lumo_energy_ev": [-0.567, -1.513], "max_force_ha_per_bohr": 0.1262, "homo_lumo_gap_ev": [7.192, 6.316], "spin_multiplicity": 4, "mol_weight_g_mol": 477.43, "relative_energy_kj_mol": 6.5}

---

{"formula": "C31H65BF2N7O8", "method": "ωB97M-V/def2-TZVPD", "species": ["C", "C", "C", "C", "C", "C", "C", "C", "C", "C", "C", "C", "C", "N", "B", "O", "C", "C", "C", "N", "C", "N", "C", "O", "F", "C", "O", "F", "N", "N", "O", "H", "H", "H", "H", "H", "H", "H", "H", "H", "H", "H", "H", "H", "H", "H", "H", "H", "H", "H", "H", "H", "H", "H", "H", "H", "H", "H", "H", "H", "H", "H", "H", "H", "H", "H", "C", "O", "C", "C", "N", "C", "C", "O", "C", "H", "H", "H", "H", "H", "H", "H", "H", "H", "H", "H", "H", "H", "H", "H", "C", "O", "C", "C", "N", "C", "C", "O", "C", "H", "H", "H", "H", "H", "H", "H", "H", "H", "H", "H", "H", "H", "H", "H"], "positions_angstrom": [[-0.142, -3.617, 2.482], [-1.049, -4.275, 1.448], [-2.567, -4.132, 1.690], [-2.984, -3.089, 2.722], [-4.502, -2.903, 2.729], [-5.005, -2.133, 1.499], [-6.215, -1.248, 1.779], [-5.951, -0.052, 2.695], [-5.431, 1.165, 1.910], [-4.601, 2.180, 2.707], [-3.413, 1.655, 3.504], [-2.289, 0.996, 2.689], [-1.471, 2.081, 2.007], [-0.532, 1.610, 0.953], [0.925, 1.801, 1.259], [1.258, 3.083, 1.555], [1.927, 0.600, 1.162], [2.520, 0.147, 2.502], [-1.058, 1.106, -0.151], [-2.363, 0.861, -0.397], [-2.420, 0.392, -1.620], [-3.629, -0.069, -2.215], [-3.606, -1.489, -2.210], [-2.841, -2.106, -1.565], [-4.480, -2.019, -3.002], [-3.931, 0.574, -3.457], [-3.237, 1.351, -4.007], [-5.108, 0.203, -3.873], [-1.231, 0.343, -2.218], [-0.354, 0.802, -1.285], [0.946, 0.910, -1.661], [0.887, -3.920, 2.291], [-0.378, -3.926, 3.496], [-0.169, -2.534, 2.404], [-0.770, -5.322, 1.369], [-0.822, -3.832, 0.478], [-3.039, -3.850, 0.750], [-2.994, -5.093, 1.974], [-2.528, -2.138, 2.450], [-2.642, -3.357, 3.719], [-4.952, -3.896, 2.716], [-4.820, -2.433, 3.656], [-5.309, -2.859, 0.747], [-4.185, -1.546, 1.084], [-7.002, -1.881, 2.188], [-6.606, -0.856, 0.838], [-6.904, 0.227, 3.140], [-5.288, -0.308, 3.515], [-4.889, 0.839, 1.021], [-6.307, 1.704, 1.554], [-5.275, 2.673, 3.407], [-4.280, 2.965, 2.022], [-3.737, 1.000, 4.305], [-2.955, 2.521, 3.990], [-1.670, 0.445, 3.396], [-2.693, 0.271, 1.990], [-0.847, 2.547, 2.763], [-2.117, 2.861, 1.614], [1.698, 3.180, 2.411], [2.723, 0.858, 0.464], [1.401, -0.249, 0.724], [2.952, 0.972, 3.061], [3.335, -0.543, 2.297], [1.797, -0.399, 3.097], [-0.949, 0.035, -3.145], [1.161, 1.859, -1.673], [9.190, 3.086, 3.914], [8.398, 4.143, 4.421], [8.490, 5.353, 3.678], [7.165, 5.678, 3.026], [6.852, 4.720, 1.973], [5.506, 4.835, 1.429], [4.333, 4.545, 2.358], [4.229, 3.192, 2.778], [4.982, 2.871, 3.943], [9.115, 2.259, 4.618], [8.842, 2.745, 2.932], [10.240, 3.381, 3.833], [9.285, 5.290, 2.931], [8.745, 6.154, 4.377], [7.216, 6.680, 2.592], [6.405, 5.693, 3.820], [6.981, 3.784, 2.335], [5.437, 4.144, 0.583], [5.379, 5.843, 1.024], [3.418, 4.748, 1.794], [4.317, 5.209, 3.228], [5.067, 3.725, 4.616], [5.980, 2.508, 3.691], [4.461, 2.067, 4.465], [-1.041, -0.289, -6.051], [-0.602, -1.238, -5.085], [-1.570, -2.230, -4.729], [-1.233, -3.583, -5.312], [-1.405, -3.587, -6.755], [-0.943, -4.804, -7.420], [0.546, -5.121, -7.375], [1.351, -4.206, -8.092], [1.789, -3.072, -7.375], [-0.257, 0.460, -6.144], [-1.195, -0.752, -7.029], [-1.965, 0.204, -5.748], [-2.573, -1.922, -5.050], [-1.556, -2.314, -3.641], [-1.903, -4.327, -4.873], [-0.207, -3.831, -5.003], [-0.912, -2.797, -7.150], [-1.234, -4.728, -8.470], [-1.492, -5.653, -7.002], [0.685, -6.088, -7.864], [0.920, -5.232, -6.349], [1.930, -3.294, -6.313], [1.096, -2.229, -7.478], [2.747, -2.766, -7.795]], "lumo_energy_ev": -2.983, "max_force_ha_per_bohr": 0.0261, "homo_lumo_gap_ev": 7.579, "total_charge": 1, "mol_weight_g_mol": 712.71}

---

{"formula": "C5H11BrN", "method": "ωB97M-V/def2-TZVPD", "species": ["C", "C", "C", "C", "C", "N", "Br", "H", "H", "H", "H", "H", "H", "H", "H", "H", "H", "H"], "positions_angstrom": [[-0.910, -0.696, -0.542], [-1.077, -0.465, -1.966], [-0.618, 0.423, 1.453], [0.688, 1.218, -0.367], [1.290, -0.850, 0.658], [0.069, 0.016, 0.305], [-2.311, -1.601, -2.813], [-1.508, -1.369, -0.004], [-0.647, 0.197, -2.727], [0.151, 0.788, 2.232], [-1.250, 1.211, 1.102], [-1.263, -0.295, 1.981], [0.183, 2.119, -0.373], [1.678, 1.300, 0.093], [0.950, 0.939, -1.380], [1.850, -0.297, 1.499], [0.833, -1.727, 1.040], [1.893, -0.910, -0.192]], "smiles": "C[N+](C)(C)/C=C/Br", "lumo_energy_ev": -3.683, "max_force_ha_per_bohr": 0.1293, "homo_lumo_gap_ev": 9.827, "total_charge": 1, "mol_weight_g_mol": 165.05, "relative_energy_kj_mol": 254.6}